Computed, not measured: a structure of composition H3S3, with ωB97M-V/def2-TZVPD.

Each line ends with the Mulliken charge.
Element x y z (Å)
S -0.14546 2.00307 -0.33703  -0.269
H 1.09632 1.56578 -0.09535  0.122
S 0.22389 -2.14478 0.08772  -0.688
S -1.10256 0.77878 0.99313  -0.329
H 0.33417 -1.70413 -1.18592  0.033
H -0.40636 -0.49873 0.53745  0.132

Forces on atoms 1 to 2 (eV/Å):
0.2 0.3 -0.4
0.2 0.1 0.0

The calculation puts the strongest force on any atom at 0.5 eV Å⁻¹. As for the total charge: -1. Its energy above the lowest of the compared OMol25 structures with the same formula, charge and spin is 0.1991 eV. The value obtained for the HOMO energy is -3.30 eV. For the total energy, the calculation gives -1196.39767 Eh. For the gap between HOMO and LUMO, the calculation gives 6.7256 eV.

---

Computed, not measured: the ion C8H19N2O2 with charge +1, with ωB97M-V/def2-TZVPD.

Each line ends with the Mulliken charge.
Element x y z (Å)
C -2.77516 -1.23176 -0.45028  -0.786
N -1.74104 -0.55368 -1.12048  0.088
C -0.58287 -1.03072 -1.46713  -0.218
C 0.35242 0.15345 -2.07068  0.374
C 1.65517 -0.30414 -2.61329  -1.542
O 0.27921 1.30361 -1.22493  -0.459
C 0.89104 1.13614 0.08320  -0.144
C 0.49117 2.29225 0.92686  -1.329
N 0.56940 -0.17461 0.63955  0.458
C 1.72533 -0.84073 1.25474  -1.028
O -0.63849 -0.33527 1.36647  -0.186
C -0.86597 0.06473 2.69959  -0.817
H -3.68160 -0.63030 -0.21285  0.338
H -2.90008 -2.16386 -1.08706  0.343
H -2.45929 -1.45904 0.56091  0.266
H -1.84669 0.40527 -1.48719  0.310
H -0.18136 -1.99386 -1.29077  0.369
H -0.26724 0.50856 -3.02018  0.423
H 2.33534 -0.60565 -1.91858  0.336
H 2.09972 0.40308 -3.25695  0.415
H 1.33503 -1.09532 -3.31344  0.414
H 1.87549 1.14045 -0.13135  0.604
H 1.03400 3.14097 0.40816  0.402
H 0.99200 2.13025 1.88914  0.374
H -0.69196 2.42068 0.85610  0.221
H 2.13800 -0.31416 2.19158  0.304
H 1.36046 -1.90302 1.78865  0.259
H 2.50787 -1.04201 0.56307  0.324
H -1.93499 0.42056 2.75686  0.313
H -0.31458 0.92624 3.17694  0.296
H -0.76032 -0.76814 3.50336  0.279

Forces on atoms 1 to 2 (eV/Å):
-1.6 -1.9 0.5
2.2 0.7 -2.0

The calculation puts the strongest force on any atom at 5.0 eV Å⁻¹. Its structure (SMILES) is C/[NH+]=C/[C@H](C)O[C@@H](C)N(C)OC. As for the total charge: +1. Its energy above the lowest of the compared OMol25 structures with the same formula, charge and spin is 4.0836 eV. The value obtained for the HOMO energy is -12.91 eV. For the total energy, the calculation gives -575.79312 Eh. For the gap between HOMO and LUMO, the calculation gives 8.9836 eV.

---

Computed, not measured: an isolated molecule of C6H10N2O, with ωB97M-V/def2-TZVPD.

Each line ends with the Mulliken charge.
Element x y z (Å)
C 1.40549 -1.53429 -0.94542  -0.950
C 1.57953 -0.58377 0.35061  0.320
C 2.00202 0.78720 0.02323  -0.574
C 0.96570 1.65288 -0.33275  -0.215
C -0.58298 1.48780 -0.00152  -0.629
N -0.86599 -0.07395 0.30213  0.556
N -1.98855 -0.72117 0.13688  -0.307
O -2.75892 -0.11912 -0.54859  -0.508
C 0.23490 -0.60423 1.16483  -0.760
H 1.47436 -2.64957 -0.67039  0.288
H 2.14627 -1.45871 -1.86762  0.278
H 0.22303 -1.18501 -1.19970  0.192
H 2.37032 -1.20450 0.98277  0.333
H 3.06236 1.11158 -0.05933  0.359
H 0.99637 2.44470 -1.15275  0.264
H -1.20081 1.83284 -0.77874  0.407
H -0.81632 1.97353 1.05312  0.267
H -0.25260 -1.73845 1.46420  0.364
H 0.42213 0.15883 1.99014  0.314

Forces on atoms 1 to 2 (eV/Å):
-1.9 0.5 -0.8
1.5 -4.3 1.3

The calculation puts the strongest force on any atom at 4.7 eV Å⁻¹. Its structure (SMILES) is C[C@H]1C=CCN(N=O)C1. As for the total charge: 0. Its energy above the lowest of the compared OMol25 structures with the same formula, charge and spin is 5.8582 eV. The value obtained for the HOMO energy is -9.05 eV. For the total energy, the calculation gives -419.17121 Eh. For the gap between HOMO and LUMO, the calculation gives 9.7282 eV.